Computed, not measured: C19H29ClN2O2 in the gas phase, with the ωB97M-V functional and the def2-TZVPD basis.

```
53
Properties=species:S:1:pos:R:3:forces:R:3:nbo_charge:R:1
Cl 7.6179 -1.4852 -0.7222 0.1 0.0 0.0 -0.013
O 2.9246 -3.5799 -1.1791 0.0 0.1 0.1 -0.558
O 2.3735 0.1367 -2.8353 0.2 -0.3 0.1 -0.515
N -2.8329 -0.4386 1.7944 0.0 -0.1 -0.1 -0.439
N 7.0320 1.0834 -2.0974 0.3 0.1 0.0 -0.787
C -4.2266 -0.3370 2.1952 0.0 0.0 0.2 -0.207
C 4.9756 -1.7986 -1.1890 -0.2 0.2 -0.1 -0.116
C 1.1950 -1.9798 -1.4101 -0.1 -0.2 0.2 -0.491
C 2.6380 -2.4223 -1.4172 -0.4 -0.2 -0.2 0.587
C 2.2177 1.3519 -3.5271 0.0 0.3 -0.1 -0.254
C -2.4328 0.6120 0.8766 0.2 0.2 0.2 -0.223
C -1.0651 -1.8976 0.9276 -0.3 0.0 -0.3 -0.405
C -5.5782 3.1872 3.2087 -0.1 -0.2 -0.2 -0.602
C 3.7118 -1.4309 -1.6582 0.4 0.2 -0.1 -0.285
C -0.5816 -0.8120 -0.0316 0.3 0.1 0.3 -0.219
C 6.0706 -0.9872 -1.3381 0.0 0.1 -0.1 -0.132
C -0.9347 0.5363 0.5928 -0.3 -0.1 -0.3 -0.389
C 3.5891 -0.1984 -2.3340 0.3 -0.2 0.2 0.444
C -2.5540 -1.7394 1.2127 0.2 -0.2 0.1 -0.212
C -4.5156 0.8993 3.0585 -0.2 0.0 -0.4 -0.413
C -5.3362 1.9644 2.3327 0.1 0.1 0.3 -0.390
C 5.9632 0.2472 -1.9945 -0.3 -0.4 0.2 0.212
C 4.7096 0.6061 -2.4922 -0.2 0.2 -0.1 -0.392
C 0.9186 -0.9378 -0.3194 -0.2 0.0 -0.3 -0.376
H -1.1274 -0.9056 -0.9795 0.0 0.0 0.0 0.191
H 1.4373 -1.2216 0.5970 0.1 0.0 0.1 0.202
H 2.4510 2.2116 -2.8907 0.0 0.0 0.0 0.180
H -4.4476 -1.2387 2.7733 0.0 0.0 -0.1 0.198
H -4.6350 3.6478 3.4908 0.1 0.1 0.1 0.200
H -0.3885 0.6561 1.5287 0.1 0.1 0.1 0.205
H -0.5190 -1.8101 1.8678 0.1 0.0 0.1 0.205
H -4.8240 2.2719 1.4185 0.0 -0.1 -0.1 0.193
H -2.6617 1.5774 1.3307 -0.1 0.0 -0.1 0.200
H 0.5930 -2.8729 -1.2266 0.1 0.0 -0.1 0.220
H -5.0656 0.5952 3.9507 0.0 0.0 0.1 0.204
H 4.6377 1.5504 -3.0089 -0.1 0.1 -0.1 0.214
H -2.8720 -2.5064 1.9238 -0.1 0.0 -0.1 0.201
H -4.8960 -0.3408 1.3142 0.0 0.0 0.0 0.158
H 5.0633 -2.7560 -0.6973 0.0 0.0 0.0 0.253
H -3.5673 1.3204 3.3941 0.1 0.0 0.1 0.209
H 1.3112 0.0282 -0.6401 0.1 0.0 0.1 0.206
H -0.6559 1.3535 -0.0769 0.1 0.0 0.0 0.201
H -2.9916 0.5410 -0.0777 0.0 0.0 0.0 0.156
H -6.2978 1.5343 2.0401 0.0 0.0 -0.1 0.194
H 1.1673 1.3922 -3.8121 0.1 0.0 0.0 0.204
H -6.1053 2.9047 4.1185 0.0 0.0 0.1 0.201
H -0.8823 -2.8910 0.5155 0.0 -0.1 0.0 0.211
H 0.9320 -1.5700 -2.3836 -0.1 0.0 0.0 0.233
H 2.8344 1.3858 -4.4303 0.0 0.0 0.1 0.181
H 7.9368 0.6907 -1.8886 -0.1 0.1 -0.1 0.404
H -3.1264 -1.8893 0.2751 0.0 0.0 0.1 0.155
H -6.1779 3.9245 2.6788 0.0 0.1 0.0 0.207
H 6.9977 1.8370 -2.7591 0.0 0.0 0.0 0.390
```
Positions in Å, forces in eV/Å.

Output
LUMO   0.530 eV
Energy above the lowest of the compared OMol25 structures with the same formula, charge and spin   10.9 kJ/mol
E_HOMO   -8.20 eV

Computed, not measured: a 2-piece molecular cluster, C9H11O2P overall, with the ωB97M-V functional and the def2-TZVPD basis.

```
23
Properties=species:S:1:pos:R:3:forces:R:3:nbo_charge:R:1
P -0.4643 0.4809 -1.0276 0.5 -2.3 -0.2 1.468
O -0.9472 1.7080 -1.6346 -1.1 2.3 -1.0 -1.010
O 1.2642 -1.3301 -2.2136 1.0 -0.7 0.1 -0.503
C 1.8185 -0.2266 2.1574 1.3 -1.5 0.8 -0.212
C 1.1433 2.0690 2.2948 -1.0 0.8 -2.0 -0.204
C 0.3103 -0.6533 -2.3822 -1.9 1.4 -0.2 0.333
C 1.1791 -0.4213 0.9232 0.2 1.5 1.4 -0.171
C 0.5451 1.9216 1.0277 -0.3 -0.4 0.6 -0.174
C 1.7307 0.9870 2.8268 2.6 -0.7 2.4 -0.194
C -0.5589 -0.6327 -3.6366 -1.0 -1.1 -1.6 -0.762
C -2.5471 -1.5687 0.8609 -0.6 1.7 0.8 -0.522
C 0.5636 0.7085 0.3697 0.6 -0.8 1.1 -0.463
H -1.2578 0.2083 -3.8420 1.3 0.3 0.5 0.267
H 1.2410 3.0066 2.7827 -0.4 0.7 0.3 0.220
H 0.0939 -0.8512 -4.5951 -1.5 0.1 2.0 0.251
H 0.9721 -1.3116 0.4036 0.7 -1.4 -0.2 0.226
H -1.4423 -1.3707 -3.4576 2.0 0.3 -0.4 0.255
H -2.5886 -0.9286 -0.0454 -0.4 -0.5 1.0 0.164
H 2.3252 1.0937 3.8319 -1.3 -0.3 -2.0 0.216
H 2.5418 -0.9132 2.7364 -1.7 0.3 -1.5 0.227
H -2.8979 -1.1712 1.8925 0.8 -0.9 -2.1 0.188
H -1.9680 -2.4599 0.7392 0.1 -0.4 0.4 0.165
H -0.1441 2.5725 0.5539 0.0 1.5 -0.1 0.234
```
Positions in Å, forces in eV/Å.

Output
LUMO (alpha / beta)   -1.225 / -0.134 eV
Energy above the lowest of the compared OMol25 structures with the same formula, charge and spin   582.9 kJ/mol
E_HOMO (alpha / beta)   -9.01 / -7.84 eV

Computed, not measured: C3HCaO3 as an isolated structure, with the ωB97M-V functional and the def2-TZVPD basis.

```
8
Properties=species:S:1:pos:R:3:forces:R:3:nbo_charge:R:1
Ca 1.4421 1.1875 0.7147 -1.1 0.6 1.3 1.164
O 2.1938 -1.0123 -1.6544 -0.1 1.7 4.9 -0.470
O -2.9050 0.0174 -0.7397 0.3 -0.3 0.0 -0.484
O 0.0460 -0.3991 1.0903 0.9 0.6 -0.3 -1.029
C 2.1785 -0.5618 -0.5553 0.8 -3.1 -6.1 0.219
C -1.2958 -0.4599 1.1132 -0.6 0.5 0.1 -0.174
C -2.1081 -0.2293 0.0880 -0.2 0.2 0.5 0.579
H -1.8026 -0.5335 2.0839 0.0 -0.2 -0.4 0.195
```
Positions in Å, forces in eV/Å.

Output
Expectation value of S²   0.752
LUMO (alpha / beta)   -0.789 / -0.296 eV
2S+1   2
Energy above the lowest of the compared OMol25 structures with the same formula, charge and spin   0.0 kJ/mol
E_HOMO (alpha / beta)   -5.54 / -7.17 eV